(1)
C3H4ClF3O3S | ωB97M-V with the def2-TZVPD basis set

Positions of all 15 atoms, in Å:
C (-1.852, -0.945, -0.100)
C (-0.132, 0.605, 0.268)
C (0.263, 2.032, 0.040)
O (1.018, -0.259, -0.133)
O (1.787, -2.577, -1.188)
O (-1.198, 0.254, -0.501)
F (-0.573, 2.902, 0.600)
F (1.400, 2.467, 0.572)
F (0.208, 2.347, -1.299)
S (2.400, -1.461, -0.596)
Cl (3.332, -2.128, 1.201)
H (-2.688, -1.107, -0.764)
H (-2.478, -0.923, 0.797)
H (-1.167, -1.698, -0.302)
H (-0.319, 0.492, 1.405)

Spin multiplicity: 3
E_LUMO (spin up / spin down) in eV: 0.16 / -4.42
HOMO energy (spin up / spin down) in eV: -7.35 / -10.74
Relative energy (zero: lowest compared OMol25 entry of this formula, charge and spin) in kJ/mol: 73.2

---

(2)
C3H6NS | ωB97M-V with the def2-TZVPD basis set

Positions of all 11 atoms, in Å:
C (-0.209, -1.212, -0.625)
S (1.360, -0.442, -1.125)
C (0.473, 0.876, -0.338)
C (0.348, 0.603, 1.115)
N (-0.644, 0.083, 0.130)
H (-0.194, -2.040, -0.032)
H (-0.904, -1.405, -1.438)
H (0.238, 1.693, -0.926)
H (1.066, -0.089, 1.596)
H (0.016, 1.447, 1.678)
H (-1.551, 0.486, -0.036)

Spin multiplicity: 1
E_LUMO in eV: -3.63
SMILES: C1S[C@@H]2C[N@H+]12
HOMO energy in eV: -14.13
Total charge: +1
Relative energy (zero: lowest compared OMol25 entry of this formula, charge and spin) in kJ/mol: 46.1

---

(3)
C9H27CrF2N10O22S2 | ωB97M-V with the def2-TZVPD basis set

Positions of all 73 atoms, in Å:
Cr (-26.872, -5.065, 7.379)
N (-24.137, -7.854, 5.806)
S (-24.091, -9.345, 5.668)
O (-23.423, -10.053, 6.724)
O (-24.218, -9.999, 4.371)
F (-25.584, -9.440, 6.204)
S (-22.531, -7.714, 5.331)
O (-22.164, -7.987, 3.914)
O (-21.496, -7.823, 6.359)
F (-22.576, -6.140, 5.245)
C (-17.844, -10.616, -1.993)
N (-17.549, -10.241, -3.423)
O (-16.815, -11.018, -3.954)
O (-18.189, -9.307, -3.942)
H (-17.081, -10.155, -1.365)
H (-18.053, -11.665, -1.786)
H (-18.818, -10.158, -1.824)
C (-21.547, -6.868, 12.357)
N (-22.383, -5.650, 12.092)
O (-22.365, -4.746, 12.904)
O (-23.139, -5.698, 11.142)
H (-20.551, -6.452, 12.208)
H (-21.712, -7.623, 11.589)
H (-21.856, -7.241, 13.334)
C (-14.893, -8.183, 4.569)
N (-14.813, -6.722, 4.825)
O (-14.604, -6.000, 3.856)
O (-14.948, -6.360, 5.988)
H (-14.975, -8.321, 3.491)
H (-15.827, -8.494, 5.037)
H (-14.024, -8.698, 4.977)
C (-31.882, -8.429, 3.583)
N (-31.858, -7.302, 4.550)
O (-30.765, -6.980, 4.979)
O (-32.912, -6.765, 4.776)
H (-30.848, -8.733, 3.423)
H (-32.299, -8.045, 2.652)
H (-32.509, -9.228, 3.980)
C (-18.004, -14.494, 5.664)
N (-18.438, -14.403, 4.211)
O (-18.959, -13.320, 3.901)
O (-18.204, -15.388, 3.500)
H (-18.925, -14.660, 6.222)
H (-17.457, -13.617, 6.012)
H (-17.394, -15.391, 5.777)
C (-25.520, -8.288, -2.418)
N (-26.468, -8.656, -1.407)
O (-27.111, -9.683, -1.539)
O (-26.568, -7.893, -0.481)
H (-24.522, -8.546, -2.064)
H (-25.560, -7.200, -2.478)
H (-25.827, -8.721, -3.370)
C (-25.261, -1.955, 1.008)
N (-25.963, -1.667, 2.285)
O (-26.295, -0.513, 2.615)
O (-26.038, -2.639, 3.033)
H (-25.958, -2.130, 0.189)
H (-24.612, -2.784, 1.290)
H (-24.590, -1.134, 0.753)
C (-18.217, -1.740, 9.518)
N (-18.318, -0.730, 10.583)
O (-17.469, -0.750, 11.461)
O (-19.228, 0.098, 10.485)
H (-17.726, -2.635, 9.900)
H (-17.552, -1.310, 8.769)
H (-19.186, -2.012, 9.100)
C (-29.884, -8.598, 13.635)
N (-28.925, -7.763, 12.883)
O (-28.898, -7.719, 11.650)
O (-28.278, -7.042, 13.568)
H (-29.474, -9.020, 14.553)
H (-30.257, -9.434, 13.044)
H (-30.795, -8.056, 13.890)

Spin multiplicity: 9
E_LUMO (spin up / spin down) in eV: -5.92 / -8.80
HOMO energy (spin up / spin down) in eV: -9.78 / -12.39
Total charge: +1

---

(4)
C4H9NO | ωB97M-V with the def2-TZVPD basis set

Positions of all 15 atoms, in Å:
C (-1.356, 0.545, -1.151)
C (0.077, 0.264, -0.768)
C (0.237, -0.644, 0.441)
N (1.513, -1.312, 0.585)
C (0.088, 0.519, 1.472)
O (-0.984, 0.842, 1.953)
H (-1.860, -0.374, -1.449)
H (-1.875, 0.947, -0.276)
H (-1.408, 1.267, -1.963)
H (0.717, -0.033, -1.600)
H (0.454, 1.298, -0.162)
H (-0.588, -1.347, 0.559)
H (1.648, -1.996, -0.152)
H (2.284, -0.655, 0.521)
H (1.051, 0.679, 1.990)

Spin multiplicity: 1
E_LUMO in eV: 0.99
SMILES: CC[C@@H](N)C=O
HOMO energy in eV: -9.30
Relative energy (zero: lowest compared OMol25 entry of this formula, charge and spin) in kJ/mol: 229.2

---

(5)
C5H11NO2Si | ωB97M-V with the def2-TZVPD basis set

Positions of all 20 atoms, in Å:
C (2.019, 0.065, 1.675)
Si (0.841, 0.019, 0.082)
C (0.913, 1.426, -1.241)
C (0.846, -1.876, -0.447)
C (-0.976, 0.360, 0.499)
C (-1.953, -0.229, -0.285)
N (-3.237, 0.269, -0.096)
O (-3.409, 1.257, 0.577)
O (-4.162, -0.289, -0.652)
H (1.982, 1.021, 2.194)
H (1.792, -0.754, 2.367)
H (3.082, -0.031, 1.383)
H (1.671, 2.082, -0.813)
H (1.282, 1.144, -2.305)
H (-0.058, 1.946, -1.224)
H (1.811, -2.050, -0.886)
H (0.813, -2.554, 0.347)
H (0.008, -1.920, -1.149)
H (-1.522, 1.085, 1.056)
H (-1.745, -0.971, -1.081)

Spin multiplicity: 1
E_LUMO in eV: -0.53
SMILES: C[Si](C)(C)/C=C/[N+](=O)[O-]
HOMO energy in eV: -10.35
Relative energy (zero: lowest compared OMol25 entry of this formula, charge and spin) in kJ/mol: 617.5

---

(6)
C6H9NS | ωB97M-V with the def2-TZVPD basis set

Positions of all 17 atoms, in Å:
C (1.067, 2.163, -0.551)
C (1.504, 1.000, -0.065)
C (0.765, -0.257, 0.264)
C (0.964, -0.773, 1.659)
C (0.967, -1.362, -0.825)
N (-0.498, -1.420, -0.972)
C (-0.730, -0.341, -0.166)
S (-2.050, 0.556, 0.263)
H (1.769, 2.913, -1.013)
H (0.002, 2.386, -0.587)
H (2.612, 0.883, 0.061)
H (0.520, -1.739, 1.728)
H (0.407, -0.134, 2.378)
H (2.046, -0.752, 1.866)
H (1.434, -2.340, -0.557)
H (1.521, -0.931, -1.670)
H (-1.252, -1.817, -1.504)

Spin multiplicity: 1
E_LUMO in eV: 0.82
SMILES: C=C[C@]1(C)CNC1=S
HOMO energy in eV: -8.35
Relative energy (zero: lowest compared OMol25 entry of this formula, charge and spin) in kJ/mol: 145.6

---

(7)
C6H17Cl2NSi2 | ωB97M-V with the def2-TZVPD basis set

Positions of all 28 atoms, in Å:
C (-0.829, -1.409, 1.144)
C (1.271, -0.408, 2.201)
C (1.930, -1.467, -2.174)
C (-0.292, -0.275, -2.365)
C (0.666, -1.067, 0.998)
C (0.656, -1.023, -1.435)
N (0.924, -0.308, -0.186)
Si (-2.906, 3.279, 1.420)
Si (1.770, 1.174, -0.163)
Cl (0.502, 2.722, -1.092)
Cl (-0.927, 3.307, 1.621)
H (-1.337, -0.475, 1.271)
H (-1.208, -1.857, 0.236)
H (-1.146, -2.026, 1.933)
H (0.776, 0.569, 2.422)
H (2.391, -0.277, 1.875)
H (1.306, -1.029, 3.046)
H (2.635, -2.131, -1.536)
H (1.534, -2.185, -2.935)
H (2.670, -0.713, -2.603)
H (-0.643, -0.954, -3.048)
H (0.221, 0.514, -2.904)
H (-1.096, 0.121, -1.860)
H (1.203, -2.053, 1.024)
H (0.294, -1.983, -1.158)
H (-3.262, 4.629, 0.938)
H (-3.625, 3.111, 2.739)
H (-3.479, 2.212, 0.591)

Spin multiplicity: 1
E_LUMO in eV: -0.16
HOMO energy in eV: -8.26
Relative energy (zero: lowest compared OMol25 entry of this formula, charge and spin) in kJ/mol: 352.6

---

Number 1: calculated total energy -1500.186903 Eh. Number 2: calculated total energy -570.500433 Eh. Number 3: calculated total energy -4600.931640 Eh. Number 4: calculated total energy -287.745159 Eh. Number 5: calculated total energy -691.708901 Eh. Number 6: calculated total energy -686.907374 Eh. Number 7: calculated total energy -1792.940491 Eh.